C15H31N2O3PSiV | wB97M-V/def2-TZVPD

Summary:
* DFT total energy: -2500.15012 Ha
* <S²>: 0.80
* E_HOMO (spin up / spin down): -5.16 / -5.81 eV
* 2S+1: 2
* energy relative to the best compared isomer or geometry (same formula, charge and spin): 0.0 kJ/mol
* LUMO energy (spin up / spin down): -1.0661 / -1.0745 eV

Geometry (Å):
V (-0.23, 0.02, 0.38)
Si (-0.24, -1.77, -1.40)
P (1.90, -1.31, 0.53)
N (0.59, 1.28, -0.51)
H (-1.66, -0.79, 1.34)
C (2.79, -0.64, 1.97)
H (3.80, -1.06, 2.03)
H (2.25, -0.87, 2.90)
H (2.86, 0.45, 1.88)
C (1.98, -3.10, 0.91)
H (3.02, -3.33, 1.18)
H (1.69, -3.70, 0.04)
H (1.31, -3.34, 1.75)
C (3.20, -1.04, -0.75)
H (4.10, -1.61, -0.47)
H (3.44, 0.03, -0.80)
H (2.85, -1.37, -1.73)
C (-1.37, -3.23, -1.06)
H (-2.34, -2.89, -0.68)
H (-0.91, -3.94, -0.36)
H (-1.54, -3.75, -2.02)
H (-0.74, -1.14, -2.66)
H (0.98, -2.44, -1.90)
C (1.18, 2.08, -1.38)
C (2.26, 4.21, -1.87)
C (1.62, 3.38, -0.97)
C (1.41, 1.67, -2.74)
C (2.06, 2.52, -3.62)
C (2.48, 3.79, -3.20)
H (2.59, 5.20, -1.54)
H (1.45, 3.66, 0.07)
H (1.07, 0.67, -3.03)
H (2.23, 2.19, -4.65)
H (2.98, 4.46, -3.90)
C (-1.14, -0.92, 2.46)
O (0.07, -0.24, 2.24)
C (-1.86, -0.22, 3.61)
H (-2.66, -0.85, 4.00)
H (-2.28, 0.73, 3.29)
H (-1.14, -0.03, 4.41)
C (-1.05, -2.42, 2.70)
H (-0.16, -2.69, 3.29)
H (-1.07, -2.99, 1.77)
H (-1.94, -2.71, 3.28)
N (-4.02, 2.81, -0.41)
C (-4.00, 1.36, -0.76)
C (-2.65, 0.89, -0.30)
O (-2.03, 1.63, 0.51)
O (-2.17, -0.22, -0.73)
H (-3.69, 2.94, 0.56)
H (-4.93, 3.24, -0.54)
H (-3.36, 3.31, -1.03)
H (-4.81, 0.85, -0.24)
H (-4.14, 1.24, -1.84)

=====

C42H43N4O2SiSn | wB97M-V/def2-TZVPD

Summary:
* DFT total energy: -2499.32567 Ha
* E_HOMO: -7.88 eV
* total charge: +1
* 2S+1: 1
* energy relative to the best compared isomer or geometry (same formula, charge and spin): 3.1 kJ/mol
* LUMO energy: -3.2787 eV

Geometry (Å):
Sn (0.19, -1.62, 1.40)
C (5.14, 1.29, 5.69)
C (4.17, 1.03, 4.54)
C (4.61, 0.93, 3.23)
C (3.76, 0.71, 2.12)
C (4.42, 0.68, 0.83)
N (4.11, 1.14, -0.29)
C (2.93, 1.97, -0.63)
C (2.52, 3.01, 0.36)
C (1.17, 3.60, -0.10)
N (0.12, 2.61, -0.35)
C (-1.80, 2.14, -1.70)
C (-2.63, 1.11, -1.00)
C (-3.99, 1.32, -1.18)
C (-4.98, 0.55, -0.68)
C (-6.42, 0.86, -0.99)
C (-4.64, -0.59, 0.03)
C (-3.30, -0.84, 0.28)
C (-3.11, -1.87, 1.29)
N (-2.06, -2.10, 1.95)
C (-2.12, -2.92, 3.13)
C (-1.99, -2.02, 4.37)
C (-1.64, -0.60, 4.05)
N (-0.32, -0.48, 3.44)
C (0.54, 0.22, 4.07)
C (1.93, 0.51, 3.69)
C (2.82, 0.84, 4.72)
C (2.35, 0.42, 2.34)
O (1.51, 0.17, 1.37)
C (-2.28, -0.01, -0.24)
O (-0.99, -0.52, -0.20)
H (6.06, 1.68, 5.32)
H (5.34, 0.39, 6.29)
H (4.73, 2.02, 6.38)
H (5.66, 1.07, 3.03)
H (5.42, 0.25, 0.89)
H (4.72, 0.97, -1.08)
H (2.08, 1.28, -0.65)
H (3.07, 2.30, -1.63)
H (3.23, 3.85, 0.49)
H (2.34, 2.52, 1.32)
H (1.33, 4.17, -1.01)
H (0.80, 4.26, 0.69)
H (0.35, 1.75, 0.16)
H (-2.17, 2.23, -2.72)
H (-4.30, 2.19, -1.74)
H (-6.74, 1.85, -0.63)
H (-7.10, 0.12, -0.56)
H (-6.56, 0.89, -2.08)
H (-5.39, -1.27, 0.40)
H (-4.05, -2.38, 1.61)
H (-1.33, -3.68, 3.13)
H (-3.04, -3.50, 3.23)
H (-1.27, -2.42, 5.10)
H (-2.95, -2.00, 4.91)
H (-1.68, 0.00, 4.94)
H (-2.35, -0.15, 3.34)
H (0.28, 0.59, 5.07)
H (2.44, 0.88, 5.73)
C (3.28, -3.71, -2.35)
C (2.12, -3.81, -3.09)
C (1.06, -2.94, -2.87)
C (1.14, -1.93, -1.94)
C (2.34, -1.77, -1.25)
C (3.39, -2.70, -1.40)
Si (-0.25, -0.65, -1.90)
C (0.36, 0.97, -2.29)
C (-0.26, 2.23, -1.75)
C (0.06, 3.32, -2.75)
C (1.13, 3.34, -3.60)
C (1.97, 2.14, -3.70)
C (1.52, 0.98, -3.10)
C (-1.69, -1.48, -2.69)
C (-2.53, -0.85, -3.61)
C (-3.68, -1.47, -4.10)
C (-3.97, -2.77, -3.77)
C (-3.11, -3.45, -2.92)
C (-2.06, -2.80, -2.33)
H (4.08, -4.44, -2.47)
H (2.00, -4.63, -3.78)
H (0.14, -3.15, -3.41)
H (2.43, -1.02, -0.48)
H (4.27, -2.59, -0.80)
H (-2.06, 3.07, -1.20)
H (-0.56, 4.21, -2.73)
H (1.32, 4.23, -4.18)
H (2.80, 2.05, -4.40)
H (2.07, 0.05, -3.40)
H (-2.31, 0.16, -3.97)
H (-4.34, -0.92, -4.75)
H (-4.83, -3.23, -4.18)
H (-3.31, -4.51, -2.72)
H (-1.45, -3.32, -1.59)